Entry 1:
This record from the Open Molecules 2025 dataset describes 2 unconnected molecules or ions with the total composition C4H11NO3 at a distorted geometry. The level of theory is ωB97M-V/def2-TZVPD.

Structure (XYZ):
```
19
Properties=species:S:1:pos:R:3:nbo_charge:R:1
C 0.000 0.000 0.000 -0.2460
O -0.010 -0.213 1.417 -0.5575
C 1.011 0.500 2.106 -0.0516
C 0.871 0.299 3.585 -0.5100
C 2.058 0.877 4.405 0.6596
N 1.910 1.520 5.501 -0.7959
O 3.156 0.608 4.036 -0.6273
H -0.349 1.044 -0.066 0.1605
H -0.686 -0.638 -0.583 0.1753
H 1.006 -0.064 -0.448 0.1755
H 1.997 0.178 1.720 0.1927
H 0.889 1.573 1.863 0.1567
H -0.092 0.753 3.885 0.2007
H 0.799 -0.792 3.763 0.2423
H 2.591 2.087 6.012 0.4236
H 0.921 1.550 5.762 0.3829
O -1.552 -2.246 -1.193 -0.9161
H -1.608 -1.304 -1.475 0.4589
H -1.785 -2.233 -0.237 0.4759
```

Properties
* SMILES: COCCC(N)=O.O
* E: -439.4406 a.u.
* E_LUMO: 0.77 eV
* highest occupied orbital energy: -9.61 eV
* frontier orbital gap: 10.4 eV
* ΔE to the lowest compared entry with this formula, charge and spin: 53.5 kcal per mole



Entry 2:
This record from the Open Molecules 2025 dataset describes 4 unconnected molecules or ions with the total composition C3H11NO3S at a distorted geometry. The level of theory is ωB97M-V/def2-TZVPD.

Structure (XYZ):
```
19
Properties=species:S:1:pos:R:3:nbo_charge:R:1
O 2.156 1.390 0.596 -0.5458
C 1.201 1.551 -0.113 0.4060
N -0.069 1.569 0.346 -0.2505
C -1.121 1.351 -0.596 -0.3003
C -1.889 0.058 -0.297 -0.5931
S -2.964 0.333 1.140 0.6896
H 1.356 1.641 -1.221 0.1991
H 1.228 -0.452 -1.439 0.0882
H -1.814 2.177 -0.438 0.2244
H -0.787 1.381 -1.630 0.2346
H -2.480 -0.299 -1.142 0.3055
H -1.285 -0.781 0.123 0.3177
H -2.988 -0.983 1.481 0.1697
H 3.290 -1.218 0.411 0.4700
H 2.578 -0.039 1.051 0.4802
O 2.768 -0.978 1.184 -0.9284
H 0.157 -2.237 -0.543 0.4535
H 0.718 -2.003 0.762 0.5049
O -0.057 -2.461 0.322 -0.9252
```

Properties
* E: -798.9628 a.u.
* total charge: +1
* E_LUMO (spin up / spin down): -8.52 / -9.16 eV
* highest occupied orbital energy (spin up / spin down): -13.82 / -13.73 eV
* frontier orbital gap (spin up / spin down): 5.3 / 4.6 eV
* ΔE to the lowest compared entry with this formula, charge and spin: 176.4 kcal per mole
* expectation value of S²: 0.754
* spin multiplicity: 2



Entry 3:
This record from the Open Molecules 2025 dataset describes a single C2H5ISi molecule at a distorted geometry. The level of theory is ωB97M-V/def2-TZVPD.

Structure (XYZ):
```
9
Properties=species:S:1:pos:R:3:nbo_charge:R:1
C -0.387 -1.027 0.522 -0.7721
C 0.066 1.236 -0.080 -0.8499
Si -1.136 0.069 -0.822 1.1522
I -3.443 -0.037 0.064 -0.2631
H 0.617 -1.216 0.214 0.1841
H -0.550 -1.314 1.575 0.2406
H -0.241 1.862 0.738 0.2353
H 1.105 1.122 -0.241 0.2206
H -1.392 -0.174 -2.235 -0.1475
```

Properties
* E: -666.2908 a.u.
* E_LUMO (spin up / spin down): -0.33 / -0.32 eV
* highest occupied orbital energy (spin up / spin down): -8.80 / -8.79 eV
* frontier orbital gap (spin up / spin down): 8.5 / 8.5 eV
* ΔE to the lowest compared entry with this formula, charge and spin: 51.0 kcal per mole



Entry 4:
This record from the Open Molecules 2025 dataset describes 2 unconnected molecules or ions with the total composition C18H43N2O2Si2. The level of theory is ωB97M-V/def2-TZVPD.

Structure (XYZ):
```
67
Properties=species:S:1:pos:R:3:nbo_charge:R:1
C -3.082 -4.868 -4.594 -0.6176
C -2.173 -4.585 -5.802 -0.3993
C -0.712 -4.338 -5.433 -0.3814
C -0.485 -3.052 -4.645 -0.4069
C 0.996 -2.813 -4.297 -0.4029
C 1.573 -1.561 -4.961 -0.3859
C 1.037 -0.221 -4.452 -0.3981
C 1.363 0.149 -3.003 -0.4052
C 0.555 -0.573 -1.914 -0.4015
C 0.306 0.303 -0.684 -0.4143
C -0.767 1.363 -0.895 -0.2137
N -2.133 0.808 -0.916 -0.6867
C -2.892 1.004 -2.089 0.8927
O -4.049 1.258 -2.098 -0.5229
O -2.222 0.763 -3.289 -0.7532
H -2.545 -4.745 -3.651 0.2042
H -3.946 -4.202 -4.559 0.2119
H -3.466 -5.890 -4.615 0.2046
H -2.541 -3.712 -6.351 0.1954
H -2.224 -5.426 -6.498 0.1981
H -0.108 -4.296 -6.347 0.1949
H -0.333 -5.189 -4.852 0.1905
H -1.079 -3.082 -3.726 0.2022
H -0.868 -2.211 -5.233 0.1958
H 1.121 -2.760 -3.215 0.2068
H 1.588 -3.675 -4.623 0.1980
H 1.347 -1.627 -6.033 0.1927
H 2.666 -1.562 -4.878 0.1969
H 1.452 0.559 -5.100 0.1996
H -0.050 -0.189 -4.593 0.2004
H 1.202 1.227 -2.894 0.1944
H 2.435 -0.004 -2.825 0.2008
H -0.402 -0.913 -2.328 0.2005
H 1.087 -1.471 -1.594 0.2037
H 1.232 0.802 -0.382 0.2198
H 0.006 -0.325 0.162 0.2178
H -0.717 2.100 -0.092 0.2188
H -0.563 1.897 -1.829 0.1650
H -2.108 -0.181 -0.688 0.3911
H -1.804 1.567 -3.617 0.4918
C 3.104 4.314 6.118 -1.1160
Si 1.453 3.447 5.761 1.8359
C 0.447 4.722 4.761 -1.1291
C 0.572 3.373 7.450 -1.1293
N 1.704 1.989 5.017 -1.7448
Si 0.628 0.846 4.494 1.8367
C -0.591 1.432 3.150 -1.1293
C -0.470 0.062 5.838 -1.1300
C 1.549 -0.610 3.691 -1.1167
H 2.976 5.283 6.613 0.2014
H 3.723 3.681 6.759 0.2181
H 3.648 4.476 5.184 0.2174
H 0.501 5.725 5.198 0.2056
H -0.609 4.440 4.707 0.2141
H 0.831 4.775 3.739 0.2179
H 1.032 2.602 8.073 0.2196
H -0.487 3.121 7.334 0.2139
H 0.629 4.326 7.987 0.2054
H -1.359 2.097 3.556 0.2191
H -1.106 0.585 2.680 0.2019
H -0.049 1.976 2.371 0.2121
H 0.147 -0.223 6.694 0.2213
H -0.992 -0.833 5.480 0.2055
H -1.228 0.768 6.190 0.2158
H 2.232 -1.062 4.415 0.2205
H 2.146 -0.249 2.848 0.2155
H 0.874 -1.392 3.325 0.1986
```

Properties
* E: -1550.7552 a.u.
* total charge: -1
* E_LUMO: 2.18 eV
* highest occupied orbital energy: -3.82 eV
* frontier orbital gap: 6.0 eV



Entry 5:
This record from the Open Molecules 2025 dataset describes a molecular structure, C6H10N2 at a distorted geometry. The level of theory is ωB97M-V/def2-TZVPD.

Structure (XYZ):
```
18
Properties=species:S:1:pos:R:3:nbo_charge:R:1
C -1.920 -1.010 -0.025 -0.4376
C -1.775 0.528 0.287 -0.2763
C 0.577 1.377 -0.063 -0.2337
C 1.859 0.417 -0.337 -0.0998
C 1.273 -1.003 -0.546 -0.1196
C -0.210 -0.656 -0.273 -0.0937
H -2.677 -1.127 -0.924 0.2126
H -2.258 -2.077 0.537 0.2369
H -2.909 1.078 0.052 0.1961
H -1.512 1.003 1.339 0.2178
H 0.260 1.452 1.080 0.1919
H 0.621 2.267 -0.480 0.1828
H 2.837 0.664 -0.808 0.2189
H 3.115 -0.807 0.970 0.3672
H 1.478 -1.708 -1.469 0.2388
H -0.072 -0.447 0.922 0.1854
N -0.609 0.628 -0.893 -0.3833
N 1.921 -0.580 0.631 -0.6043
```

Properties
* E: -343.7931 a.u.
* E_LUMO: 0.85 eV
* highest occupied orbital energy: -8.85 eV
* frontier orbital gap: 9.7 eV
* ΔE to the lowest compared entry with this formula, charge and spin: 215.6 kcal per mole



Entry 6:
This record from the Open Molecules 2025 dataset describes a gas-phase ion, C3H6BrN2S (charge +1) at a distorted geometry. The level of theory is ωB97M-V/def2-TZVPD.

Structure (XYZ):
```
13
Properties=species:S:1:pos:R:3:nbo_charge:R:1
C -1.903 -1.222 -0.347 0.0811
C -0.587 -1.569 -0.283 -0.5604
C 1.090 0.458 0.134 -0.0420
N -2.404 -0.035 0.108 -0.6688
N 1.970 1.342 0.642 -0.6574
S 0.524 -0.888 0.901 0.5244
Br -4.268 0.201 0.132 0.2867
H -2.288 -1.868 -1.151 0.2645
H -0.357 -2.586 -0.503 0.2544
H 0.875 0.715 -0.996 0.2735
H 2.180 1.456 1.572 0.4197
H -1.914 0.484 0.847 0.4121
H 2.036 2.106 0.073 0.4121
```

Properties
* E: -3199.2854 a.u.
* total charge: +1
* E_LUMO: -4.79 eV
* highest occupied orbital energy: -12.74 eV
* frontier orbital gap: 8.0 eV
* ΔE to the lowest compared entry with this formula, charge and spin: 57.4 kcal per mole



Look up the E of the fifth one. -343.7931 a.u.